1.
Formula: C5H12N2
Source: the Open Molecules 2025 dataset
Level of theory: ωB97M-V with the def2-TZVPD basis set

The max |F| is 4.6 eV Å⁻¹. As for the structure (SMILES): [H]/N=C\[C@@H](C)N(C)C. As for the LUMO energy: 0.95 eV. The relative energy (zero: lowest compared OMol25 entry of this formula, charge and spin) comes out at 240.38 kJ/mol. The calculation puts the HOMO energy at -8.90 eV. The orbital gap is 9.854 eV.

Geometry as ORCA input:
```
! RIJCOSX wB97M-V def2-TZVPD def2/J DEFGRID3
* xyz 0 1
H 2.461 -0.531 -0.619
N 2.689 -0.862 0.328
C 1.607 -0.977 1.000
C -0.017 -0.722 0.371
C -0.929 -0.275 1.506
N 0.185 0.111 -0.752
C 0.400 1.532 -0.504
C -1.214 -0.088 -1.695
H 1.675 -1.304 2.052
H -0.275 -1.743 0.069
H -1.944 -0.647 1.339
H -0.583 -0.685 2.461
H -0.979 0.810 1.614
H 0.586 2.028 -1.462
H -0.455 2.035 -0.041
H 1.291 1.704 0.107
H -0.861 -0.639 -2.566
H -1.610 0.884 -1.997
H -2.028 -0.632 -1.213
*
```

=====

2.
Formula: C3H8NOP
Source: the Open Molecules 2025 dataset
Level of theory: ωB97M-V with the def2-TZVPD basis set

The max |F| is 4.1 eV Å⁻¹. As for the LUMO energy: 0.15 eV. The relative energy (zero: lowest compared OMol25 entry of this formula, charge and spin) comes out at 182.20 kJ/mol. The calculation puts the HOMO energy at -7.77 eV. The orbital gap is 7.920 eV.

Geometry as ORCA input:
```
! RIJCOSX wB97M-V def2-TZVPD def2/J DEFGRID3
* xyz 0 1
C -1.599 -0.884 -0.022
C 0.664 -1.521 -0.190
C 0.352 2.240 -0.105
N -0.405 -0.553 -0.332
O -1.819 1.443 -1.778
P -0.334 1.148 -1.582
H -2.036 -1.705 0.474
H -2.456 -0.282 -0.203
H 1.323 -1.002 0.386
H 0.505 -2.520 0.177
H 1.069 -1.782 -1.278
H 0.361 3.186 -0.677
H -0.255 2.051 0.707
H 1.272 1.749 0.123
*
```

=====

3.
Formula: H18O9
Source: the Open Molecules 2025 dataset
Level of theory: ωB97M-V with the def2-TZVPD basis set

The max |F| is 1.5 eV Å⁻¹. As for the structure (SMILES): O.O.O.O.O.O.O.O.O. As for the LUMO energy: -0.16 eV. The relative energy (zero: lowest compared OMol25 entry of this formula, charge and spin) comes out at 352.98 kJ/mol. The calculation puts the HOMO energy at -11.11 eV. The orbital gap is 10.953 eV.

Geometry as ORCA input:
```
! RIJCOSX wB97M-V def2-TZVPD def2/J DEFGRID3
* xyz 0 1
O 0.609 -0.047 -0.434
H 0.829 0.053 -1.367
H -0.209 -0.557 -0.439
O 1.774 -3.890 1.164
H 0.919 -3.736 0.748
H 2.249 -3.060 1.042
O 2.667 2.220 -1.461
H 1.842 2.144 -0.970
H 3.344 2.271 -0.777
O -2.961 -0.258 3.374
H -3.471 0.187 2.688
H -2.062 0.062 3.242
O 0.278 4.828 0.855
H 0.705 4.182 0.281
H 0.912 5.552 0.905
O -1.957 -0.442 -2.204
H -1.887 -1.015 -2.976
H -1.800 -1.033 -1.459
O -4.302 -0.459 -1.657
H -5.096 -0.078 -2.048
H -3.651 -0.425 -2.367
O 1.328 -0.258 2.229
H 2.214 -0.249 2.610
H 1.265 -1.120 1.804
O 2.364 -1.617 -1.514
H 3.153 -2.114 -1.271
H 2.339 -1.671 -2.476
*
```

=====

4.
Formula: C6H9N
Source: the Open Molecules 2025 dataset
Level of theory: ωB97M-V with the def2-TZVPD basis set

The max |F| is 0.6 eV Å⁻¹. As for the structure (SMILES): C1[C@H]2N1CC21CC1. As for the LUMO energy: 1.09 eV. The relative energy (zero: lowest compared OMol25 entry of this formula, charge and spin) comes out at 338.36 kJ/mol. The calculation puts the HOMO energy at -8.92 eV. The orbital gap is 10.012 eV.

Geometry as ORCA input:
```
! RIJCOSX wB97M-V def2-TZVPD def2/J DEFGRID3
* xyz 0 1
C 1.364 1.390 0.001
C 0.511 0.624 -0.899
N 1.827 0.063 -0.467
C 1.035 -1.094 0.107
C -0.289 -0.358 -0.084
C -1.299 0.010 0.960
C -1.733 -0.652 -0.322
H 1.050 1.574 1.029
H 1.884 2.226 -0.459
H 0.392 0.792 -1.965
H 1.355 -1.467 1.086
H 1.116 -1.901 -0.632
H -1.524 1.057 1.146
H -1.339 -0.617 1.849
H -2.142 -1.656 -0.303
H -2.207 0.009 -1.046
*
```

=====

5.
Formula: C40H43CdN6O3S2Sb
Source: the Open Molecules 2025 dataset
Level of theory: ωB97M-V with the def2-TZVPD basis set

The max |F| is 0.2 eV Å⁻¹. As for the LUMO energy: 0.43 eV. The relative energy (zero: lowest compared OMol25 entry of this formula, charge and spin) comes out at 0.00 kJ/mol. The calculation puts the HOMO energy at -7.03 eV. The orbital gap is 7.461 eV.

Geometry as ORCA input:
```
! RIJCOSX wB97M-V def2-TZVPD def2/J DEFGRID3
* xyz 0 1
Cd -1.693 0.188 -1.085
C -2.917 2.069 -1.947
C -3.867 1.497 -1.030
C -3.796 2.220 0.168
C -2.843 3.243 0.009
C -2.305 3.159 -1.279
H -2.868 1.859 -3.007
H -4.587 0.733 -1.287
H -4.388 2.031 1.053
H -2.566 3.966 0.764
H -1.585 3.828 -1.727
O 1.387 -3.035 -4.616
C 0.227 -3.704 -4.539
C 0.189 -4.992 -5.081
C -0.970 -5.739 -5.040
C -2.124 -5.222 -4.456
C -2.087 -3.955 -3.907
C -0.926 -3.179 -3.928
C -0.953 -1.853 -3.246
O -1.954 -1.581 -2.508
N 0.098 -1.081 -3.447
N 0.040 0.122 -2.766
C 0.975 0.930 -3.075
S 2.255 0.510 -4.207
C 3.142 2.084 -4.040
C 2.865 2.648 -2.659
S 1.078 2.542 -2.392
H 1.220 -2.137 -4.229
H 1.093 -5.375 -5.537
H -0.979 -6.731 -5.473
H -3.038 -5.800 -4.437
H -2.967 -3.527 -3.444
H 2.810 2.770 -4.819
H 4.204 1.875 -4.175
H 3.147 3.698 -2.586
H 3.376 2.077 -1.883
C 0.814 2.572 4.217
C 0.568 3.557 3.101
C 0.572 4.910 3.444
C 0.402 5.910 2.502
C 0.215 5.570 1.172
C 0.189 4.231 0.816
C 0.365 3.215 1.755
Sb 0.281 1.240 0.912
C 2.355 0.796 0.476
C 2.487 -0.235 -0.456
C 3.727 -0.641 -0.932
C 4.868 -0.002 -0.479
C 4.748 1.038 0.430
C 3.511 1.461 0.920
C 3.509 2.607 1.896
C -0.349 0.188 2.670
C -1.620 0.600 3.070
C -2.253 0.016 4.157
C -1.619 -1.011 4.839
C -0.360 -1.435 4.436
C 0.299 -0.843 3.358
C 1.688 -1.289 2.993
H 1.415 3.041 4.996
H 1.334 1.679 3.879
H -0.122 2.241 4.670
H 0.730 5.179 4.483
H 0.418 6.949 2.807
H 0.075 6.334 0.419
H 0.003 3.971 -0.217
H 1.607 -0.746 -0.819
H 3.787 -1.440 -1.660
H 5.846 -0.301 -0.833
H 5.641 1.545 0.779
H 4.531 2.914 2.114
H 3.037 2.332 2.838
H 2.971 3.471 1.506
H -2.135 1.381 2.514
H -3.239 0.349 4.454
H -2.102 -1.485 5.684
H 0.133 -2.237 4.975
H 1.972 -2.180 3.553
H 2.420 -0.507 3.216
H 1.759 -1.498 1.926
N -2.494 -1.953 1.504
C -3.418 -2.787 1.997
C -4.515 -2.704 1.168
C -4.143 -1.773 0.188
N -2.912 -1.324 0.401
H -1.563 -1.765 1.848
H -3.231 -3.360 2.890
H -5.447 -3.234 1.256
H -4.705 -1.419 -0.660
N -1.122 -3.723 -0.733
C -0.104 -3.178 -0.038
N 0.785 -4.045 0.545
O 0.002 -1.959 0.139
H -1.085 -4.675 -1.050
H -1.707 -3.073 -1.251
H 0.846 -4.991 0.213
H 1.644 -3.625 0.857
*
```

=====

6.
Formula: C3H6O2P
Source: the Open Molecules 2025 dataset
Level of theory: ωB97M-V with the def2-TZVPD basis set

The max |F| is 2.0 eV Å⁻¹. As for the structure (SMILES): C=CPOC[O-]. As for the LUMO energy: 3.98 eV. The relative energy (zero: lowest compared OMol25 entry of this formula, charge and spin) comes out at 344.55 kJ/mol. The calculation puts the HOMO energy at -3.38 eV. The orbital gap is 7.363 eV.

Geometry as ORCA input:
```
! RIJCOSX wB97M-V def2-TZVPD def2/J DEFGRID3
* xyz -1 1
C 2.599 -0.143 0.303
C 1.240 0.038 0.275
P 0.046 -1.041 -0.590
O -1.249 -0.848 0.289
C -2.276 0.428 -0.120
O -3.436 0.032 -0.291
H 3.256 0.093 1.141
H 3.128 -0.816 -0.349
H 0.634 0.680 0.977
H -0.346 -0.126 -1.527
H -1.531 0.777 -0.951
H -2.065 0.926 0.844
*
```